C15H27BrFIN2O4P | the ωB97M-V functional and the def2-TZVPD basis

SMILES string ... C#CC[C@@H]1[C@H](P(=O)(O)O)[C@@](I)(CCO)[N@+](Br)(CCN)[C@]1(C)C[C@H](C)F
DFT total energy ... -4310.86773 Ha
Frontier orbital gap ... 7.433 eV
Net charge ... +1

Element x y z (Å)
C 3.7011 1.6419 0.6384
C 2.5971 1.9627 1.0106
C 1.2535 2.3674 1.4419
C 0.0407 1.4702 1.1411
C -0.1321 0.0982 1.8616
P 1.0284 -0.4793 3.1406
O 0.5949 -1.7902 3.6330
O 1.0048 0.7324 4.2025
O 2.5199 -0.3566 2.6322
C -0.5867 -0.9349 0.8206
I 1.1726 -1.9924 0.0999
C -1.6293 -1.9678 1.3229
C -1.2255 -3.3893 1.7429
O -1.1983 -4.2326 0.5997
N -1.1795 -0.0167 -0.3032
Br -2.9715 0.5209 0.3980
C -1.3992 -0.7158 -1.6346
C -2.8165 -0.9703 -2.1655
N -2.5984 -1.6950 -3.4165
C -0.3424 1.3034 -0.3571
C -1.2084 2.5065 -0.8101
C 0.8244 1.3644 -1.4119
C 1.9158 0.3573 -1.7454
C 2.9762 0.9892 -2.6256
F 1.3489 -0.7027 -2.4690
H 4.6681 1.3435 0.3048
H 1.0335 3.3473 0.9965
H 1.2710 2.5450 2.5223
H -0.7767 2.0613 1.5665
H -1.0059 0.2207 2.5214
H 0.1213 0.9043 4.5550
H 3.0494 0.2882 3.1222
H -2.3645 -2.1393 0.5312
H -2.1312 -1.5165 2.1833
H -0.3123 -3.4168 2.3353
H -2.0342 -3.7420 2.3920
H -0.3189 -4.6021 0.4826
H -0.8920 -1.6772 -1.5745
H -0.8581 -0.1400 -2.3824
H -3.3509 -0.0312 -2.3392
H -3.3924 -1.5986 -1.4843
H -2.7800 -1.1161 -4.2255
H -3.1888 -2.5122 -3.4817
H -1.8906 2.2299 -1.6191
H -0.5443 3.2653 -1.2276
H -1.7595 2.9732 0.0025
H 1.3508 2.2779 -1.1208
H 0.3468 1.5920 -2.3743
H 2.3818 -0.0557 -0.8476
H 3.8191 0.3079 -2.7447
H 3.3119 1.9459 -2.2206
H 2.5562 1.1741 -3.6204

natural (NBO) charges in e: C -0.211; C -0.042; C -0.498; C -0.237; C -0.737; P 2.400; O -1.072; O -0.994; O -0.983; C 0.171; I 0.283; C -0.519; C -0.084; O -0.730; N -0.362; Br 0.287; C -0.270; C -0.238; N -0.836; C 0.247; C -0.655; C -0.492; C 0.182; C -0.646; F -0.389; H 0.253; H 0.250; H 0.268; H 0.229; H 0.251; H 0.515; H 0.534; H 0.237; H 0.230; H 0.229; H 0.193; H 0.484; H 0.265; H 0.246; H 0.194; H 0.208; H 0.374; H 0.383; H 0.234; H 0.243; H 0.230; H 0.259; H 0.229; H 0.201; H 0.234; H 0.224; H 0.225

=====

C15H27ClLiN4 | the ωB97M-V functional and the def2-TZVPD basis

DFT total energy ... -1274.22670 Ha
Frontier orbital gap ... 7.525 eV
Net charge ... +1

Element x y z (Å)
C 0.3018 -4.7249 2.9717
C 0.5282 -4.1820 1.5448
C -0.7716 -3.7309 0.8953
C -0.6493 -3.1824 -0.5281
C 0.4717 -2.1444 -0.7093
C 0.0590 -1.0585 -1.7078
C 0.9000 0.2505 -1.6487
N 2.2063 -0.0798 -1.0815
C 1.1893 0.7970 -2.9770
N 1.4130 1.2964 -3.9868
C 0.1550 1.4434 -0.8478
C -0.4657 0.8580 0.3430
N -0.8571 0.4652 1.3510
N 1.1620 2.4054 -0.3757
C 0.9762 2.9729 0.9434
C 1.7115 2.1184 1.9877
C -0.8965 2.2490 -1.6922
Cl -1.9694 1.2398 -2.6986
C -1.7135 3.2314 -0.8471
C -3.0021 3.7507 -1.4763
H 0.8165 -5.6675 3.1309
H -0.7607 -4.8768 3.1518
H 0.6588 -4.0147 3.7143
H 1.2270 -3.3486 1.6121
H 1.0151 -4.9384 0.9299
H -1.4320 -4.5998 0.8713
H -1.2580 -2.9904 1.5352
H -1.6085 -2.7347 -0.7901
H -0.5037 -4.0227 -1.2067
H 1.3622 -2.6447 -1.0718
H 0.6648 -1.6994 0.2658
H 0.1850 -1.4640 -2.7116
H -0.9967 -0.8611 -1.5990
H 2.1763 -0.1494 -0.0746
H 2.9112 0.5880 -1.3580
H 1.3742 3.0856 -1.0908
H 1.3871 3.9800 0.9689
H -0.0789 3.0710 1.2080
H 1.8743 1.1025 1.6518
H 2.6777 2.5480 2.2394
H 1.1270 2.0452 2.9126
H -0.3077 2.8287 -2.3992
H -1.0791 4.0942 -0.6391
H -1.9677 2.7839 0.1148
H -3.7923 3.0090 -1.4204
H -2.8567 4.0642 -2.5058
H -3.3386 4.6150 -0.9058
Li -0.2255 2.2217 4.0063

natural (NBO) charges in e: C -0.607; C -0.402; C -0.384; C -0.393; C -0.406; C -0.397; C 0.030; N -0.793; C 0.277; N -0.276; C -0.043; C 0.375; N -0.397; N -0.629; C -0.236; C -0.541; C -0.176; Cl -0.013; C -0.423; C -0.604; H 0.218; H 0.205; H 0.197; H 0.185; H 0.204; H 0.209; H 0.188; H 0.200; H 0.209; H 0.230; H 0.180; H 0.240; H 0.223; H 0.360; H 0.385; H 0.401; H 0.229; H 0.171; H 0.239; H 0.244; H 0.032; H 0.233; H 0.208; H 0.195; H 0.224; H 0.223; H 0.218; Li 0.988

=====

C15H27F2N2O23PS4 | the ωB97M-V functional and the def2-TZVPD basis

SMILES string ... CC(=O)N(C)O[P@](=O)(OCCF)OC(=O)NC(=O)F.O=S1(=O)OCCO1.O=S1(=O)OCCO1.O=S1(=O)OCCO1.O=S1(=O)OCCO1
DFT total energy ... -4561.51395 Ha
Frontier orbital gap ... 9.611 eV

Element x y z (Å)
C 2.7564 1.9791 3.8152
C 1.4683 2.4365 3.0581
O 1.2725 3.5997 2.8359
N 0.5417 1.3953 2.6056
C -0.7744 1.5596 3.2552
O 1.1470 0.1769 2.9670
P 1.3904 -0.8255 1.6708
O 0.5761 -2.0279 1.9147
O 2.9941 -1.1189 1.6120
C 3.3229 -2.5262 1.5552
C 4.6834 -2.6299 0.7577
F 4.4162 -3.3543 -0.4432
O 0.8561 -0.1925 0.2234
C 1.6074 0.8844 -0.2256
O 1.0397 1.9115 -0.4452
N 3.0404 0.8027 -0.5021
C 3.6996 2.0343 -0.2565
O 3.5603 2.7303 0.6867
F 4.6116 2.3829 -1.2327
H 2.4545 1.4277 4.7424
H 3.4032 2.8360 4.0949
H 3.3827 1.2867 3.2007
H -1.2567 2.5216 2.9646
H -0.6515 1.5121 4.3579
H -1.4592 0.7333 2.9576
H 3.5410 -2.8921 2.5845
H 2.6007 -3.1540 0.9978
H 5.0463 -1.6334 0.4242
H 5.4606 -3.1987 1.3151
H 3.1360 0.6365 -1.5108
O 0.0460 -0.8404 -1.3590
S -1.0870 -1.1839 -2.1675
O -1.9981 -0.2068 -2.6550
O -1.9141 -2.3295 -1.4045
C -2.0160 -3.4915 -2.2368
C -0.7793 -3.4642 -3.1096
O -0.5827 -2.0771 -3.4142
H -2.9258 -3.4014 -2.8353
H -2.0716 -4.3915 -1.6279
H -0.8981 -4.0398 -4.0120
H 0.1000 -3.8177 -2.5643
O -6.4974 3.9407 -1.5441
S -6.4693 2.8026 -2.3930
O -7.5670 1.9103 -2.5104
O -5.1427 1.9532 -2.0533
C -4.3369 1.8234 -3.2291
C -4.6418 3.0566 -4.0544
O -6.0431 3.2803 -3.8746
H -4.6401 0.9131 -3.7515
H -3.2852 1.7534 -2.9642
H -4.4060 2.9211 -5.1078
H -4.1079 3.9307 -3.6726
O -2.3904 1.5575 5.4686
S -2.3227 1.4425 6.8837
O -2.4933 0.2082 7.5593
O -3.3251 2.5306 7.5251
C -2.5978 3.4113 8.3853
C -1.1937 3.4488 7.8153
O -0.9404 2.1097 7.3812
H -2.6059 2.9880 9.3926
H -3.0623 4.3953 8.4032
H -0.4541 3.7611 8.5495
H -1.1376 4.1043 6.9424
O 2.4537 -4.1846 -4.1147
S 1.6805 -4.0937 -5.3005
O 0.3396 -4.5458 -5.3839
O 2.5138 -4.7698 -6.5028
C 2.7189 -3.8147 -7.5472
C 2.7359 -2.4690 -6.8515
O 1.7391 -2.5738 -5.8311
H 1.8826 -3.8891 -8.2464
H 3.6491 -4.0198 -8.0735
H 2.5090 -1.6478 -7.5279
H 3.6982 -2.2848 -6.3671

Mulliken charges in e: C -0.768; C 0.444; O -0.578; N 0.193; C -1.100; O -0.196; P 0.739; O -0.831; O -0.289; C -0.364; C -0.148; F -0.318; O 0.299; C 0.426; O -0.450; N 0.053; C 0.432; O -0.349; F -0.277; H 0.306; H 0.353; H 0.087; H 0.373; H 0.342; H 0.410; H 0.279; H 0.327; H 0.141; H 0.273; H 0.322; O -0.230; S 0.553; O -0.455; O -0.332; C -0.433; C -0.462; O -0.190; H 0.305; H 0.346; H 0.542; H 0.304; O -0.535; S 1.067; O -0.541; O -0.248; C -0.175; C -0.314; O -0.319; H 0.210; H 0.249; H 0.311; H 0.312; O -0.516; S 1.116; O -0.566; O -0.310; C -0.363; C -0.270; O -0.315; H 0.295; H 0.301; H 0.318; H 0.271; O -0.535; S 1.162; O -0.623; O -0.313; C -0.404; C -0.338; O -0.214; H 0.287; H 0.320; H 0.307; H 0.293

=====

C15H27F3N3O5 | the ωB97M-V functional and the def2-TZVPD basis

DFT total energy ... -1427.51972 Ha
Frontier orbital gap ... 5.729 eV
Net charge ... +1

Element x y z (Å)
N 3.4453 -3.6677 4.2090
C 3.6075 -2.2495 4.0571
O 4.3597 -1.6345 4.7509
C 2.7582 -1.5081 3.0177
C 1.7380 -0.6561 3.7806
N 0.7709 0.0147 2.8872
C -0.1263 -0.7969 2.1241
O -1.3096 -1.2921 2.7610
C -1.2222 -2.3460 3.6053
F -0.1900 -3.1640 3.2901
F -2.3289 -3.0429 3.5250
F -1.0545 -1.9808 4.8635
C 0.1195 1.1271 3.5398
O -0.5629 1.0457 4.4997
O 0.3313 2.3063 2.8904
H 2.5164 -3.8817 4.5699
H 3.5052 -4.1233 3.3011
H 2.2686 -2.2369 2.3644
H 3.4188 -0.8770 2.4124
H 1.2494 -1.2491 4.5659
H 2.2942 0.1314 4.3053
H -0.5221 -0.1864 1.3023
H 0.4324 -1.6278 1.6817
H 1.2644 2.3803 2.6431
C 1.1862 0.9583 -3.2322
C -0.0537 0.0440 -3.1855
C -0.9619 0.2238 -4.4235
C -1.7579 1.5192 -4.4700
C -2.5527 1.7354 -3.1915
C -1.6877 1.7215 -1.9163
N -0.9651 0.3769 -2.0124
O -1.5195 -0.5452 -1.5000
C -0.7318 2.9151 -1.8726
C -2.5357 1.7320 -0.6543
C 0.3901 -1.4044 -3.0556
H 1.4203 1.3915 -2.2614
H 2.0485 0.3666 -3.5288
H 1.0769 1.7690 -3.9490
H -1.6493 -0.6262 -4.4633
H -0.2975 0.1422 -5.2848
H -1.1053 2.3713 -4.6685
H -2.4500 1.4679 -5.3108
H -3.0592 2.7012 -3.1969
H -3.3244 0.9654 -3.0981
H -0.0412 2.8399 -1.0326
H -1.3371 3.8075 -1.7264
H -0.1597 3.0578 -2.7827
H -3.2954 0.9530 -0.6487
H -3.0376 2.6961 -0.6041
H -1.9182 1.6247 0.2387
H 0.9384 -1.5696 -2.1271
H 1.0578 -1.6135 -3.8889
H -0.4402 -2.1059 -3.1004

natural (NBO) charges in e: N -0.884; C 0.701; O -0.496; C -0.522; C -0.216; N -0.552; C 0.088; O -0.534; C 1.166; F -0.346; F -0.296; F -0.305; C 0.895; O -0.496; O -0.696; H 0.385; H 0.370; H 0.202; H 0.233; H 0.205; H 0.229; H 0.176; H 0.198; H 0.497; C -0.635; C 0.098; C -0.403; C -0.419; C -0.408; C 0.105; N 0.358; O -0.121; C -0.639; C -0.627; C -0.628; H 0.233; H 0.251; H 0.230; H 0.227; H 0.255; H 0.217; H 0.258; H 0.256; H 0.227; H 0.234; H 0.254; H 0.228; H 0.241; H 0.250; H 0.236; H 0.235; H 0.248; H 0.239

=====

In order of appearance, molar mass = 556.2; 305.8; 800.6; 386.4 g mol⁻¹.